Formula: C46H126N10O12
Source: the OMol25 dataset
Level of theory: wB97M-V/def2-TZVPD

Summary:
**Structure (SMILES)**: COC[C@H](C)N.COC[C@H](C)N.COC[C@H](C)N.COC[C@H](C)N.COC[C@H](C)N.COC[C@H](C)N.COC[C@H](C)N.COC[C@H](C)N.COC[C@H](C)N.COC[C@H](C)N.CC(C)O.CC(C)O
**Energy**: -3278.343853 a.u.
**ΔE to the lowest compared entry with this formula, charge and spin**: 69.1 kcal per mole

Last columns: bonded neighbours and bond lengths (Å).
Cartesian coordinates (Å):
1 O -0.76 -7.17 -0.99  C63 1.414, H71 0.937
2 O 3.47 -2.73 -2.14  C26 1.382, C27 1.408
3 O -3.42 7.95 1.36  C54 1.459, C68 1.402
4 O 2.54 -3.78 2.55  C57 1.409, H107 0.967
5 O -0.64 6.66 -6.13  C33 1.391, C58 1.432
6 O -0.22 -5.13 -6.53  C52 1.375, C55 1.408
7 O -1.26 2.58 -2.85  C37 1.358, C48 1.426
8 O -1.76 3.05 6.92  C49 1.424, C59 1.392
9 O -3.32 -2.99 1.00  C46 1.414, C47 1.411
10 O 0.58 0.34 1.80  C53 1.422, C56 1.441
11 O 4.68 -0.21 6.15  C36 1.439, C51 1.486
12 O 3.24 4.58 -0.75  C45 1.452, C60 1.406
13 N -3.64 -0.49 2.00  C44 1.495, H80 0.972, H158 1.039
14 N -3.68 1.93 4.00  C24 1.444, H78 0.992, H152 1.015
15 N -2.45 6.67 -0.70  C31 1.505, H128 0.990, H151 1.026
16 N 1.50 -1.25 -3.71  C40 1.493, H112 0.997, H159 1.027
17 N -2.84 -3.62 -4.46  C38 1.434, H84 1.017, H104 1.009
18 N -0.10 -2.43 2.00  C65 1.454, H94 1.019, H191 1.006
19 N 0.47 5.41 -2.88  C41 1.450, H137 1.005, H141 1.036
20 N 3.36 -0.73 2.67  C62 1.492, H115 1.032, H129 1.035
21 N -1.74 -0.66 -4.36  C64 1.451, H74 1.028, H135 1.017
22 N 2.88 0.94 0.14  C34 1.475, H145 1.020, H169 1.000
23 C 2.12 -6.11 2.61  C57 1.504, H173 1.070, H184 1.095, H188 1.142
24 C -2.96 1.70 5.23  N14 1.444, C43 1.548, C59 1.510, H150 1.125
25 C 4.96 1.96 -0.56  C34 1.535, H109 1.056, H171 1.108, H186 1.115
26 C 3.37 -1.35 -2.22  O2 1.382, C40 1.528, H90 1.129, H185 1.098
27 C 3.87 -3.10 -0.85  O2 1.408, H87 1.106, H125 1.089, H142 1.109
28 C 2.04 -4.73 4.62  C57 1.451, H82 1.079, H96 1.099, H101 1.073
29 C 0.12 -2.70 -0.38  C65 1.494, H178 1.104, H182 1.114, H189 1.060
30 C 3.16 0.51 -3.78  C40 1.502, H133 1.116, H148 1.099, H176 1.113
31 C -2.21 6.05 0.66  N15 1.505, C42 1.464, C54 1.447, H108 1.090
32 C -4.59 -1.39 4.10  C44 1.475, H69 1.103, H120 1.062, H123 1.134
33 C 0.15 5.85 -5.32  O5 1.391, C41 1.491, H100 1.144, H161 1.088
34 C 3.59 2.23 0.08  N22 1.475, C25 1.535, C45 1.542, H88 1.095
35 C 0.59 -9.05 -1.49  C63 1.535, H111 1.106, H146 1.057, H165 1.096
36 C 6.06 -0.23 6.57  O11 1.439, H134 1.072, H143 1.061, H160 1.059
37 C -1.24 1.56 -3.75  O7 1.358, C64 1.535, H92 1.076, H164 1.151
38 C -1.54 -4.07 -4.86  N17 1.434, C55 1.507, C66 1.503, H75 1.065
39 C 0.24 7.71 -3.68  C41 1.539, H79 1.111, H140 1.107, H190 1.078
40 C 2.97 -0.98 -3.64  N16 1.493, C26 1.528, C30 1.502, H86 1.068
41 C -0.14 6.23 -3.91  N19 1.450, C33 1.491, C39 1.539, H91 1.084
42 C -1.03 6.45 1.42  C31 1.464, H153 1.130, H154 1.107, H167 1.071
43 C -1.68 0.95 4.81  C24 1.548, H103 1.070, H119 1.110, H179 1.110
44 C -3.74 -1.66 2.93  N13 1.495, C32 1.475, C46 1.511, H105 1.123
45 C 2.80 3.20 -0.82  O12 1.452, C34 1.542, H132 1.104, H147 1.095
46 C -4.18 -2.85 2.11  O9 1.414, C44 1.511, H70 1.069, H177 1.071
47 C -3.23 -4.31 0.51  O9 1.411, H126 1.091, H168 1.112, H170 1.140
48 C -2.50 3.14 -2.41  O7 1.426, H99 1.049, H156 1.054, H162 1.083
49 C -2.22 2.40 8.10  O8 1.424, H114 1.094, H138 1.081, H174 1.083
50 C -2.13 -0.10 -1.97  C64 1.550, H93 1.086, H97 1.078, H192 1.108
51 C 4.51 -0.98 4.89  O11 1.486, C62 1.491, H166 1.101, H193 1.082
52 C -0.09 -6.08 -7.51  O6 1.375, H81 1.098, H130 1.123, H136 1.063
53 C 0.19 -0.39 0.64  O10 1.422, C65 1.525, H83 1.069, H102 1.073
54 C -3.41 6.49 1.34  O3 1.459, C31 1.447, H122 1.118, H180 1.102
55 C -1.55 -4.88 -6.13  O6 1.408, C38 1.507, H127 1.126, H194 1.121
56 C -0.17 1.58 1.87  O10 1.441, H76 1.116, H118 1.091, H183 1.077
57 C 2.69 -4.93 3.35  O4 1.409, C23 1.504, C28 1.451, H116 1.110
58 C -0.82 6.03 -7.40  O5 1.432, H73 1.086, H117 1.074, H172 1.104
59 C -2.73 3.02 5.92  O8 1.392, C24 1.510, H89 1.075, H113 1.133
60 C 2.96 5.38 0.38  O12 1.406, H77 1.067, H95 1.131, H149 1.078
61 C 1.55 -6.68 -1.60  C63 1.533, H72 1.087, H98 1.099, H121 1.151
62 C 3.50 -0.26 4.07  N20 1.492, C51 1.491, C67 1.577, H181 1.088
63 C 0.32 -7.57 -1.81  O1 1.414, C35 1.535, C61 1.533, H155 1.066
64 C -2.17 0.38 -3.44  N21 1.451, C37 1.535, C50 1.550, H131 1.059
65 C 0.51 -1.87 0.80  N18 1.454, C29 1.494, C53 1.525, H124 1.139
66 C -0.90 -4.78 -3.69  C38 1.503, H110 1.090, H139 1.157, H144 1.128
67 C 2.07 -0.52 4.70  C62 1.577, H157 1.105, H163 1.118, H175 1.092
68 C -4.61 8.46 1.89  O3 1.402, H85 1.096, H106 1.083, H187 1.107
69 H -4.14 -0.67 4.80  C32 1.103
70 H -5.20 -2.71 1.82  C46 1.069
71 H -1.02 -6.33 -1.31  O1 0.937
72 H 2.07 -6.91 -0.67  C61 1.087
73 H -1.32 5.07 -7.42  C58 1.086
74 H -0.96 -1.16 -3.90  N21 1.028
75 H -0.91 -3.24 -5.06  C38 1.065
76 H 0.24 2.21 2.69  C56 1.116
77 H 3.61 6.22 0.26  C60 1.067
78 H -4.62 2.17 4.20  N14 0.992
79 H -0.33 8.21 -4.50  C39 1.111
80 H -3.13 -0.74 1.21  N13 0.972
81 H -0.32 -5.77 -8.54  C52 1.098
82 H 2.47 -4.06 5.35  C28 1.079
83 H 0.62 0.16 -0.18  C53 1.069
84 H -3.32 -4.36 -3.96  N17 1.017
85 H -5.37 8.32 1.11  C68 1.096
86 H 3.61 -1.54 -4.29  C40 1.068
87 H 4.86 -2.67 -0.61  C27 1.106
88 H 3.70 2.59 1.11  C34 1.095
89 H -2.50 3.81 5.23  C59 1.075
90 H 4.34 -0.85 -1.92  C26 1.129
91 H -1.22 6.17 -3.92  C41 1.084
92 H -1.49 1.83 -4.77  C37 1.076
93 H -2.77 0.50 -1.34  C50 1.086
94 H -1.09 -2.64 1.90  N18 1.019
95 H 1.87 5.67 0.47  C60 1.131
96 H 1.03 -4.36 4.40  C28 1.099
97 H -1.13 0.11 -1.62  C50 1.078
98 H 2.23 -6.73 -2.46  C61 1.099
99 H -3.11 2.34 -2.09  C48 1.049
100 H 1.26 5.89 -5.60  C33 1.144
101 H 1.80 -5.66 5.12  C28 1.073
102 H -0.87 -0.33 0.53  C53 1.073
103 H -1.11 0.64 5.66  C43 1.070
104 H -3.51 -3.47 -5.21  N17 1.009
105 H -2.70 -1.85 3.30  C44 1.123
106 H -4.47 9.52 2.10  C68 1.083
107 H 1.58 -3.70 2.44  O4 0.967
108 H -2.32 4.99 0.41  C31 1.090
109 H 4.82 1.49 -1.49  C25 1.056
110 H -0.70 -4.19 -2.80  C66 1.090
111 H 0.83 -9.26 -0.43  C35 1.106
112 H 1.38 -2.21 -3.47  N16 0.997
113 H -3.71 3.13 6.48  C59 1.133
114 H -2.98 2.97 8.63  C49 1.094
115 H 4.24 -1.08 2.27  N20 1.032
116 H 3.78 -5.13 3.39  C57 1.110
117 H -1.42 6.70 -8.00  C58 1.074
118 H -0.12 2.15 0.94  C56 1.091
119 H -1.04 1.50 4.09  C43 1.110
120 H -5.54 -1.20 3.67  C32 1.062
121 H 1.20 -5.58 -1.60  C61 1.151
122 H -3.71 6.10 2.34  C54 1.118
123 H -4.68 -2.37 4.68  C32 1.134
124 H 1.63 -1.88 0.98  C65 1.139
125 H 3.12 -2.85 -0.10  C27 1.089
126 H -2.85 -4.16 -0.50  C47 1.091
127 H -2.16 -5.81 -5.97  C55 1.126
128 H -2.59 7.65 -0.65  N15 0.990
129 H 2.80 -1.61 2.64  N20 1.035
130 H -0.76 -6.95 -7.28  C52 1.123
131 H -3.12 0.77 -3.72  C64 1.059
132 H 2.96 2.91 -1.87  C45 1.104
133 H 4.24 0.80 -3.78  C30 1.116
134 H 6.04 -0.04 7.62  C36 1.072
135 H -2.51 -1.31 -4.42  N21 1.017
136 H 0.85 -6.54 -7.40  C52 1.063
137 H 1.47 5.46 -2.90  N19 1.005
138 H -2.58 1.38 8.00  C49 1.081
139 H -1.60 -5.62 -3.30  C66 1.157
140 H 1.32 7.87 -3.83  C39 1.107
141 H 0.28 4.40 -2.97  N19 1.036
142 H 3.92 -4.21 -0.85  C27 1.109
143 H 6.59 0.52 6.03  C36 1.061
144 H 0.01 -5.32 -4.08  C66 1.128
145 H 3.55 0.19 0.25  N22 1.020
146 H -0.27 -9.62 -1.71  C35 1.057
147 H 1.72 3.17 -0.63  C45 1.095
148 H 2.63 0.90 -4.66  C30 1.099
149 H 3.28 4.82 1.24  C60 1.078
150 H -3.54 0.98 5.88  C24 1.125
151 H -1.70 6.53 -1.37  N15 1.026
152 H -3.69 1.18 3.31  N14 1.015
153 H -1.22 6.12 2.49  C42 1.130
154 H -0.02 6.10 1.15  C42 1.107
155 H 0.06 -7.46 -2.84  C63 1.066
156 H -2.38 3.79 -1.58  C48 1.054
157 H 1.24 -0.27 4.01  C67 1.105
158 H -4.60 -0.25 1.70  N13 1.039
159 H 1.03 -1.12 -4.61  N16 1.027
160 H 6.60 -1.14 6.49  C36 1.059
161 H -0.02 4.78 -5.46  C33 1.088
162 H -3.05 3.70 -3.15  C48 1.083
163 H 1.99 0.08 5.64  C67 1.118
164 H -0.13 1.29 -3.85  C37 1.151
165 H 1.51 -9.30 -2.04  C35 1.096
166 H 4.19 -1.97 5.24  C51 1.101
167 H -0.97 7.52 1.44  C42 1.071
168 H -2.55 -5.01 1.04  C47 1.112
169 H 2.32 0.91 0.97  N22 1.000
170 H -4.26 -4.80 0.43  C47 1.140
171 H 5.54 1.34 0.16  C25 1.108
172 H 0.16 5.90 -7.88  C58 1.104
173 H 2.25 -7.02 3.16  C23 1.070
174 H -1.38 2.35 8.78  C49 1.083
175 H 1.89 -1.57 4.92  C67 1.092
176 H 2.73 0.93 -2.85  C30 1.113
177 H -4.14 -3.77 2.67  C46 1.071
178 H 0.64 -2.29 -1.26  C29 1.104
179 H -1.89 0.02 4.23  C43 1.110
180 H -4.21 6.20 0.64  C54 1.102
181 H 3.72 0.81 4.01  C62 1.088
182 H 0.31 -3.79 -0.26  C29 1.114
183 H -1.22 1.36 1.97  C56 1.077
184 H 1.04 -5.97 2.50  C23 1.095
185 H 2.62 -1.05 -1.48  C26 1.098
186 H 5.52 2.92 -0.66  C25 1.115
187 H -4.93 7.84 2.75  C68 1.107
188 H 2.53 -6.26 1.55  C23 1.142
189 H -0.94 -2.65 -0.44  C29 1.060
190 H -0.08 8.04 -2.71  C39 1.078
191 H -0.02 -1.68 2.68  N18 1.006
192 H -2.37 -1.18 -1.95  C50 1.108
193 H 5.48 -1.08 4.43  C51 1.082
194 H -2.12 -4.28 -6.89  C55 1.121